(1)
Entry from the Open Molecules 2025 dataset: a molecular structure, C6H14Li4O7 in a non-equilibrium geometry (ωB97M-V with the def2-TZVPD basis set).

```
31
Properties=species:S:1:pos:R:3:forces:R:3
Li 13.593 -18.544 23.533 1.5 0.1 0.9
Li 17.639 -16.656 19.760 0.0 0.7 0.8
Li 16.530 -15.209 23.779 -0.3 0.7 0.0
Li 18.747 -12.777 26.843 -0.7 -0.2 -0.6
O 16.638 -19.000 22.977 -0.8 -0.3 0.0
C 17.381 -19.603 23.984 0.4 1.4 1.1
C 16.782 -20.449 25.148 -3.2 0.6 -0.1
O 15.689 -19.885 25.890 1.2 -0.5 -1.5
H 17.886 -18.868 24.612 0.3 1.3 0.2
H 18.267 -20.115 23.609 0.3 -1.0 -0.6
H 17.542 -20.791 25.852 1.0 0.3 0.1
H 16.485 -21.367 24.642 -0.6 -1.0 -0.3
O 12.887 -14.886 24.618 -0.7 1.3 1.8
C 12.511 -14.280 25.880 1.5 -1.6 -1.9
C 13.645 -13.487 26.635 1.9 -0.3 -0.4
O 14.892 -14.067 26.838 -0.2 -0.3 0.0
H 12.056 -15.054 26.498 0.3 -0.5 0.8
H 11.714 -13.537 25.879 -0.5 0.7 -0.8
H 13.285 -13.073 27.577 -0.8 -0.1 0.7
H 13.841 -12.584 26.057 -0.4 0.4 -0.8
O 16.726 -13.225 20.580 -0.6 -0.7 0.2
C 17.513 -12.087 20.673 0.2 -2.4 0.6
C 18.161 -11.877 22.152 -0.4 -0.4 0.5
O 18.702 -12.961 22.879 0.0 -0.2 -0.7
H 16.968 -11.257 20.222 -0.5 1.2 0.9
H 18.195 -12.246 19.838 1.8 0.3 0.2
H 17.451 -11.450 22.859 -1.4 0.2 -0.4
H 18.838 -11.023 22.152 1.0 0.4 -0.8
O 20.961 -16.028 20.780 0.0 -0.4 -0.3
H 21.804 -15.727 20.440 0.1 0.1 -0.1
H 20.847 -15.547 21.600 -0.3 0.4 0.3
```
Forces are in eV/Å.

gap between HOMO and LUMO = 0.0981 Ha
net charge = -2
E_HOMO = -0.00467 Eh
ΔE to the lowest compared entry with this formula, charge and spin = 1575.20 kJ/mol

***

(2)
Entry from the Open Molecules 2025 dataset: 2 unconnected molecules or ions with the total composition C3H10NO2 in a non-equilibrium geometry (ωB97M-V with the def2-TZVPD basis set).

```
16
Properties=species:S:1:pos:R:3:forces:R:3
C -0.723 0.359 -0.882 2.2 1.1 2.0
O 0.367 -0.275 -1.426 -1.1 0.6 0.2
C -0.444 0.930 0.620 -0.8 0.2 2.1
C 0.014 -0.193 1.598 2.5 -0.4 0.0
N 0.476 2.180 0.697 2.1 -2.6 -1.1
H -1.586 -0.284 -0.726 -0.7 -0.1 -0.3
H -1.002 1.371 -1.285 -0.3 -0.7 -0.9
H -1.462 1.179 1.178 1.5 0.2 -1.6
H 1.019 -0.667 1.319 -1.3 0.5 -0.5
H 0.339 0.071 2.696 -1.7 -0.1 -1.7
H -0.755 -0.970 1.440 0.4 0.1 0.9
H 1.304 1.772 1.298 -1.8 1.4 -1.6
H 0.941 2.251 -0.305 -1.2 -0.3 2.5
H 0.209 -1.855 -1.727 0.3 -0.1 -0.4
H 1.125 -3.029 -2.456 -3.2 0.9 1.5
O 0.178 -2.839 -2.039 2.9 -0.5 -1.1
```
Forces are in eV/Å.

gap between HOMO and LUMO = 0.2774 Ha
net charge = -1
E_HOMO = -0.12181 Eh
ΔE to the lowest compared entry with this formula, charge and spin = 147.50 kJ/mol

***

(3)
Entry from the Open Molecules 2025 dataset: 2 unconnected molecules or ions with the total composition CH3NO4 in a non-equilibrium geometry (ωB97M-V with the def2-TZVPD basis set).

```
9
Properties=species:S:1:pos:R:3:forces:R:3
O 1.769 0.680 -2.425 0.5 0.1 -1.3
N 1.023 1.226 -1.681 0.6 0.1 0.2
O 0.579 2.353 -1.677 0.3 -1.6 0.0
O 0.676 0.486 -0.594 -2.3 1.0 2.9
H 0.859 -0.454 -0.389 0.9 0.3 -1.8
C -1.239 -1.029 1.705 0.2 -1.2 -1.6
O -1.077 -2.212 1.579 0.1 -0.6 -0.2
H -1.276 -0.642 2.675 -0.2 1.3 1.7
H -1.313 -0.408 0.807 -0.2 0.5 0.1
```
Forces are in eV/Å.

gap between HOMO and LUMO = 0.3945 Ha
E_HOMO = -0.38915 Eh
ΔE to the lowest compared entry with this formula, charge and spin = 320.09 kJ/mol

***

(4)
Entry from the Open Molecules 2025 dataset: a molecular structure, C3H8CdO3 in a non-equilibrium geometry (ωB97M-V with the def2-TZVPD basis set).

```
15
Properties=species:S:1:pos:R:3:forces:R:3
O 1.386 -1.942 0.372 1.2 -1.7 2.4
C 1.557 -0.535 0.660 0.3 0.9 1.2
C 0.241 0.008 1.163 0.4 0.3 0.9
O -0.634 0.017 -0.010 -2.0 1.6 1.0
C -2.006 0.238 0.234 -0.4 0.0 0.3
Cd 0.613 -1.114 -1.166 -0.3 -1.6 -5.0
H 2.353 -0.344 1.399 -0.2 -0.1 -0.4
H 0.324 1.043 1.534 0.0 -0.3 -0.1
H -0.263 -0.629 1.916 0.1 0.1 -0.2
H -2.147 1.191 0.766 0.0 -0.2 -0.2
H -2.516 0.278 -0.735 0.1 0.0 0.2
H -2.427 -0.577 0.841 0.0 0.2 -0.1
O 1.262 0.491 -2.602 0.9 0.1 2.2
H 1.542 0.628 -1.548 0.1 0.6 -2.2
H 0.713 1.248 -2.823 -0.2 0.2 0.0
```
Forces are in eV/Å.

gap between HOMO and LUMO = 0.2008 Ha
E_HOMO = -0.22385 Eh
ΔE to the lowest compared entry with this formula, charge and spin = 284.17 kJ/mol

***

(5)
Entry from the Open Molecules 2025 dataset: a gas-phase ion, C4H11NO2P (charge -1) in a non-equilibrium geometry (ωB97M-V with the def2-TZVPD basis set).

```
19
Properties=species:S:1:pos:R:3:forces:R:3
C 0.537 0.069 1.911 -0.1 -0.7 0.3
C -0.787 -0.600 1.388 1.3 1.6 0.7
O -1.271 0.203 0.329 0.1 -1.4 0.2
C -1.748 -0.568 -0.801 -1.2 0.9 -1.9
N -1.204 -0.147 -2.088 2.4 -0.5 1.8
P 0.489 -0.045 -2.098 -1.4 0.1 -1.5
C 1.068 1.548 -1.229 -0.4 -0.1 1.0
O 1.158 -1.277 -1.055 -1.0 0.5 0.4
H 1.416 -0.370 1.410 -0.4 0.3 0.0
H 0.653 -0.143 2.992 0.0 0.2 -0.3
H 0.534 1.156 1.757 -0.1 -0.4 0.0
H -0.514 -1.620 1.086 -0.5 0.2 0.0
H -1.495 -0.556 2.239 0.0 -0.5 -0.4
H -2.847 -0.366 -0.867 0.4 -0.2 0.2
H -1.648 -1.664 -0.652 0.3 0.4 0.5
H 0.367 1.921 -0.460 0.2 -0.2 -0.3
H 1.154 2.329 -2.001 0.2 -0.4 0.2
H 2.034 1.363 -0.708 -0.3 0.2 -0.5
H 2.105 -1.233 -1.153 0.4 0.0 -0.2
```
Forces are in eV/Å.

gap between HOMO and LUMO = 0.2337 Ha
net charge = -1
E_HOMO = -0.08939 Eh
ΔE to the lowest compared entry with this formula, charge and spin = 277.08 kJ/mol